1.
A structure of composition C38H35AgN3O4P, computed with ωB97M-V/def2-TZVPD.

Computed properties:
- LUMO energy (eV) = 4.19
- Kohn-Sham gap (eV) = 5.8602
- energy above the lowest of the compared OMol25 structures with the same formula, charge and spin (kcal per mole) = 27.1
- electronic energy (eV) = -65923.456

ORCA input file:
```
! RIJCOSX wB97M-V def2-TZVPD def2/J DEFGRID3
* xyz -2 1
C -2.24365 -2.68481 -1.01036
C -0.28259 0.25230 1.58692
C -2.00154 -0.59040 3.06679
C -2.96861 6.32458 -0.82088
H -3.99118 1.75159 0.13624
H 0.94551 -2.48531 -1.18105
C -3.16842 -2.06376 -0.09729
H 3.25533 -4.39272 -0.54248
C -3.38645 -0.62306 -0.03360
H 3.53808 -2.36531 -4.72329
O -1.47420 -2.05233 -1.80688
H 1.16469 0.34963 3.72369
C 3.20741 0.21815 4.36897
C 3.80869 -2.59163 -1.60028
C 2.47833 -0.03511 2.07124
C 1.22239 2.61737 -2.22617
H 5.86018 -0.38253 2.35973
H -2.98516 -5.94815 -0.19510
H 5.31954 0.07496 4.73789
O 1.31595 -1.86284 -3.69152
H -4.50700 -4.82171 1.43083
C 2.47621 3.66411 -0.44245
C -3.88762 -4.24047 0.75817
C 1.92843 3.70203 -1.72404
Ag -0.39845 -0.11068 -1.71035
N -2.85062 0.24720 -0.80023
C 1.62829 1.42992 -0.21033
H -2.44491 -1.41628 3.61168
H 2.72785 2.48212 1.32943
H 3.33499 -1.63831 -1.86366
C -0.86675 -0.79986 2.29625
H -0.46078 2.32290 1.04733
H -0.42784 -1.79153 2.22922
H -3.48624 0.83656 3.68827
C 4.52983 0.02531 3.99720
H 4.37867 -4.39768 -2.64174
C -3.99422 6.47617 0.12210
H -1.56501 -4.59893 -1.70577
C -0.88075 1.50837 1.62706
C 1.42599 -3.45528 -1.20752
C -2.83370 2.59918 -1.28891
H 2.99382 4.52761 -0.03962
C 2.19142 0.18615 3.41597
H -2.44708 7.18699 -1.22124
C -2.03467 1.71442 2.37441
C -3.02449 -4.86351 -0.15139
H 0.81776 -4.13818 -0.61540
N 1.44938 -3.89768 -2.61531
H -4.10356 -0.28468 0.72125
H -4.28643 7.47101 0.44540
C 3.25514 -3.19962 -4.08422
O -2.13942 2.50679 -2.29382
H -2.52328 2.68276 2.35669
H 2.84475 -2.89878 0.30939
P 1.25663 -0.12157 0.65735
C -4.63869 5.38012 0.65115
C 2.85744 -3.37572 -0.67492
H 5.21494 -2.96629 -3.20329
H -5.42845 5.50314 1.38450
C 4.83129 -0.22144 2.66142
C 1.04536 1.42924 -1.49723
C 2.32161 2.51972 0.32445
N -3.26918 1.52864 -0.56550
H 4.05077 -0.45031 0.67476
C -3.93901 -2.85591 0.75985
H 3.23631 -4.11072 -4.68963
H -4.61380 -2.34608 1.44404
O -4.87249 3.04297 0.87056
H 2.96233 0.40578 5.40867
C -4.29785 4.03297 0.29570
C -2.58651 0.67189 3.10685
H -1.86258 4.87482 -1.96269
H 0.77930 2.70087 -3.21403
C 4.23884 -3.34027 -2.88804
C 3.81505 -0.25982 1.71853
C -3.28294 3.90963 -0.72520
H 2.03722 4.60206 -2.32263
C -2.23261 -4.11856 -0.99711
C -2.64472 5.04224 -1.22984
H 4.71114 -2.35025 -1.03348
H 1.99672 -4.74229 -2.71354
C 1.87990 -2.91190 -3.50795
*
```



2.
A structure of composition C38H35AsBrCoN5O2S2 at a distorted geometry, computed with ωB97M-V/def2-TZVPD.

Computed properties:
- LUMO energy (spin up / spin down) (eV) = -0.25 / -0.20
- Kohn-Sham gap (spin up / spin down) (eV) = 6.3795 / 6.5353
- energy above the lowest of the compared OMol25 structures with the same formula, charge and spin (kcal per mole) = 18.0
- electronic energy (eV) = -241697.199
- <S²> = 0.769

ORCA input file:
```
! RIJCOSX wB97M-V def2-TZVPD def2/J DEFGRID3
* xyz 0 2
C 1.62345 0.73112 -4.11485
H -4.54936 3.78855 -3.94998
C 4.54830 -2.65840 -0.02259
H 3.44349 0.50199 -0.28750
H -3.29447 -0.53187 3.70053
H 1.94747 1.73646 3.45591
C -2.36545 -1.20942 -5.31175
H -2.31119 -5.91666 3.42137
N 1.47690 2.60853 -0.68861
H -2.65519 5.31017 -0.42810
N 0.43569 -1.19047 1.29856
H 6.60613 -3.25495 0.11484
C 2.15332 -1.84207 -0.29881
C -3.23154 -2.68375 5.29534
Br -1.72223 0.94212 1.91169
C -3.38006 -3.90823 5.92067
C 2.22672 3.59293 -0.36269
H -0.99804 3.48533 -0.53582
S 2.72418 3.52429 1.32152
As -0.53667 1.13853 -2.28954
O 1.55727 -0.90788 -1.05224
H 1.68741 -0.21649 -3.58964
H -3.12601 -3.12517 -2.61910
H 5.88628 0.96187 -0.09605
H -3.14166 -6.03570 5.75052
H 0.62136 5.04347 -2.04893
C 1.78770 2.05076 1.44584
H 3.16922 0.27500 -5.52671
N 1.54552 -1.91268 1.08594
H 1.69155 6.44817 -2.21076
C -1.77329 3.55786 -1.29124
C -2.70867 -2.59461 4.00027
Co -0.02890 -0.03660 -0.30644
C -3.76529 3.72783 -3.20602
C 5.91672 -2.41907 0.04083
C -1.82875 2.60877 -2.30921
H -1.21117 0.58838 -5.24164
C 1.46630 3.19686 -5.38417
C 2.36781 2.24176 -5.83031
H 3.42189 5.28195 -0.83348
C -2.40257 -3.78340 3.33104
H 2.02513 -2.85951 -0.70905
C 0.62719 2.91354 -4.31450
C -2.91376 -2.24781 -4.56860
C -2.70392 4.58501 -1.23115
H 7.46676 -0.94291 0.05935
C -2.72973 -2.30119 -3.19845
H 1.40955 4.16155 -5.87309
H -2.48625 -1.17759 -6.38699
H -4.44290 5.45832 -2.13021
C -0.41706 -1.59322 2.18066
C 3.65392 -1.59582 -0.13772
H -3.78039 -3.94831 6.92563
H 3.00085 2.45410 -6.68268
C -1.65371 -0.21434 -4.66193
O 4.04391 -3.93117 0.03721
C -1.49235 -0.23376 -3.27903
C -2.55395 -1.26637 3.40785
S -1.81660 -1.39728 -0.79814
C 6.39977 -1.12097 0.01737
H -2.90905 1.96057 -4.04946
H -3.50663 -1.77533 5.81834
C 5.51696 -0.05583 -0.07823
H -0.25404 -2.54077 2.68846
N 1.20819 1.73124 0.31882
H -3.48613 -3.02271 -5.06434
C -1.57759 -0.85254 2.58679
N 1.77409 1.30744 2.56714
C -3.70443 4.66860 -2.18742
C -3.02722 -5.07771 5.26089
C 2.60866 4.70903 -1.27941
C 0.68995 1.67445 -3.69120
H 1.51286 -2.84947 1.47143
H 4.77029 -4.55929 0.05743
H -2.10123 -3.74494 2.29147
C -2.83538 2.70021 -3.26425
H 1.22505 0.46359 2.53792
C -2.55292 -5.00891 3.95913
C -2.01620 -1.29684 -2.53700
H -0.09472 3.64727 -3.97559
C 2.45389 1.01309 -5.18701
C 1.40736 5.61905 -1.56293
H 1.00867 6.03352 -0.63528
C 4.15536 -0.30457 -0.16116
H 2.96422 4.27491 -2.21501
*
```



3.
A structure of composition C38H35BiN8O2S3 at a distorted geometry, computed with ωB97M-V/def2-TZVPD.

Computed properties:
- LUMO energy (spin up / spin down) (eV) = -1.82 / -1.82
- Kohn-Sham gap (spin up / spin down) (eV) = 3.9954 / 3.9961
- energy above the lowest of the compared OMol25 structures with the same formula, charge and spin (kcal per mole) = 38.7
- electronic energy (eV) = -94334.051

ORCA input file:
```
! RIJCOSX wB97M-V def2-TZVPD def2/J DEFGRID3
* xyz 0 1
N -4.01338 -1.19717 3.14435
C -1.90187 -0.04622 -1.53048
H 4.70559 -2.28056 -4.24387
C 4.35636 -2.26280 -3.21694
H -2.99818 2.59727 -2.94534
C -0.04770 4.29454 -2.61108
C 0.90836 4.79070 -1.57375
H 1.29099 -1.05159 -3.43593
H 3.83698 4.21581 -1.15333
C 3.36042 -3.24445 -1.32597
C -4.20869 -2.38359 3.71551
N -0.60599 -0.01884 5.43972
H 2.90239 -1.95473 0.32278
O -0.90124 -1.98689 1.63530
N -0.45765 -0.62581 4.23187
N 3.27553 1.41491 -0.59967
C 1.65196 -3.56380 3.78507
H 5.23632 0.73905 -0.69133
C -1.37867 1.15369 5.37159
C 4.25421 0.33107 -0.41059
H 1.29288 -0.63139 -0.97289
H -1.02886 -1.04311 -4.61214
H 4.23229 0.07207 0.66381
C 3.08872 3.60518 -1.72090
C 1.88759 -4.69937 3.07508
C 0.46525 -1.61119 4.28758
S 0.13141 3.36374 0.93628
H -4.15147 1.12950 2.18131
H -5.61715 -1.70301 0.27667
H -0.75259 4.72251 -5.93455
O -4.22632 0.39849 -1.45720
H 0.32074 5.16414 -0.69807
H 2.16341 -3.41859 4.72978
H 1.45575 -5.72945 1.22557
H -6.25046 -3.77721 1.41157
C -4.48579 -0.95232 1.92406
H 4.88500 -0.18783 -3.09696
C 0.06281 4.73599 -3.90889
C 2.28629 1.73607 0.25472
H 1.08428 -1.53441 5.19217
N -3.02534 0.53020 0.51876
C -4.22299 0.42637 1.35245
C 1.24469 -4.86759 1.85305
H 2.85754 -4.08487 -0.83755
S 1.97444 0.62073 1.55121
C 3.92624 -3.38333 -2.59652
H 4.00788 -4.34984 -3.06005
C 0.34053 -0.83512 -2.92351
C -2.02165 -0.39388 -2.87865
C -0.89129 -0.78395 -3.56296
N -1.86163 1.60470 6.57920
C 0.40433 -3.92441 1.31320
H 4.58463 2.05617 -2.08374
H -1.32239 3.15569 -1.29339
H -2.77418 3.38661 -5.25291
H 2.58689 -5.46628 3.46052
H 2.99226 4.12946 -2.70129
C -1.17094 3.50669 -2.29040
H -3.75816 -2.49893 4.71651
C -5.55038 -3.10608 1.89665
C -5.27507 -1.92088 1.26652
H 0.82354 5.48343 -4.12948
C -2.12956 3.21076 -3.23992
H -5.13329 -4.31411 3.68867
H 2.95246 1.64334 -2.64658
C 0.05424 -2.74127 2.05687
Bi -1.02776 0.33051 1.47350
N 1.83124 3.76487 -1.04050
C -1.98951 3.65075 -4.55235
C 4.40931 -1.02660 -2.56523
N -0.71572 -0.10360 -0.89382
C 1.49324 2.96089 -0.01916
C 3.34240 -2.02843 -0.66101
C 0.69613 -2.62106 3.34304
H 1.54295 5.61499 -1.95145
S -1.83772 1.99782 3.95910
C -3.15944 0.28586 -0.83335
C -4.98230 -3.38049 3.13427
C 3.51004 2.13633 -1.85184
C -0.86403 4.40950 -4.90413
H -2.55687 2.33489 6.62408
H -1.67302 1.10941 7.46887
H -3.00976 -0.33631 -3.33401
C 0.37011 -0.53388 -1.56967
C 3.94718 -0.89920 -1.24296
H -5.01669 0.76555 0.67542
H -0.03213 -4.07581 0.31966
*
```